[1]
# C30H23N3O3STeV

A structure of composition C30H23N3O3STeV (the ωB97M-V functional and the def2-TZVPD basis, OMol25).

The HOMO-LUMO gap (alpha / beta) comes out at 6.95 / 7.11 eV. Its HOMO energy (alpha / beta) is -7.93 / -7.95 eV. The value obtained for the largest force on an atom is 0.010 hartree/bohr. The charge is 0. The multiplicity is 2. The calculation puts the energy relative to the best compared isomer or geometry (same formula, charge and spin) at 0.577 eV. The total energy comes out at -3157.2570 hartree.

Each line ends with the Löwdin charge.
Geometry (Å):
V1 0.8870 0.1463 0.6919  0.695
O1 -4.2744 -0.4286 2.3919  0.061
C1 -3.7928 0.5914 3.1228  -0.266
C2 -4.6136 1.1165 4.1206  -0.014
C3 -4.1826 2.1729 4.8966  -0.080
C4 -2.9210 2.7333 4.6997  -0.090
C5 -2.1034 2.2152 3.7177  -0.023
C6 -2.5175 1.1433 2.9217  -0.080
C7 -1.5989 0.6297 1.8974  -0.426
O2 -0.4175 1.1403 1.7889  -0.193
N1 -1.9811 -0.3581 1.1314  0.077
N2 -0.9345 -0.7435 0.3218  -0.046
C8 -1.2120 -1.6631 -0.5392  -0.023
C9 -0.2730 -2.2728 -1.4303  -0.146
C10 -0.6917 -3.2956 -2.2933  -0.030
C11 0.1978 -3.9112 -3.1421  -0.083
C12 1.5375 -3.5139 -3.1364  -0.066
C13 1.9765 -2.5117 -2.2987  0.005
C14 1.0723 -1.8730 -1.4443  -0.308
O3 1.4798 -0.8899 -0.6682  -0.184
H1 -3.5868 -0.6808 1.7375  0.062
H2 -5.5900 0.6717 4.2619  0.117
H3 -4.8352 2.5672 5.6656  0.104
H4 -2.5863 3.5604 5.3107  0.099
H5 -1.1164 2.6216 3.5416  0.118
H6 -2.2399 -2.0148 -0.5628  0.145
H7 -1.7335 -3.5951 -2.2818  0.117
H8 -0.1336 -4.6983 -3.8053  0.103
H9 2.2421 -3.9984 -3.8004  0.108
H10 3.0099 -2.1915 -2.2864  0.123
N3 -1.8416 3.2070 0.0972  0.150
C15 -1.6274 2.3515 -0.9584  -0.277
C16 -2.7054 1.7160 -1.5847  -0.035
C17 -2.5007 0.8387 -2.6335  -0.091
C18 -1.2154 0.5672 -3.0897  -0.101
C19 -0.1437 1.1790 -2.4615  -0.041
C20 -0.3243 2.0602 -1.3962  -0.159
C21 0.8752 2.6938 -0.7644  -0.220
C22 1.3228 3.9497 -1.1620  -0.029
C23 2.4858 4.4840 -0.6193  -0.080
C24 3.2109 3.7641 0.3188  -0.083
C25 2.7606 2.5140 0.7332  -0.085
C26 1.5913 1.9843 0.1990  -0.153
H11 -2.7624 3.5764 0.2464  0.104
H12 -1.0713 3.7474 0.4490  0.100
H13 -3.7105 1.9154 -1.2304  0.112
H14 -3.3557 0.3671 -3.1025  0.103
H15 -1.0511 -0.1147 -3.9137  0.104
H16 0.8688 0.9791 -2.7927  0.126
H17 0.7651 4.5003 -1.9117  0.120
H18 2.8288 5.4605 -0.9368  0.102
H19 4.1227 4.1751 0.7337  0.103
H20 3.3280 1.9673 1.4789  0.082
Te1 1.6476 -1.2002 2.8125  0.999
C27 3.4975 -1.7923 2.0238  -1.027
C28 3.7863 -2.9125 1.2970  -0.256
C29 5.1503 -2.9812 0.9041  -0.199
C30 5.8736 -1.9115 1.3364  -0.428
S1 4.9061 -0.8305 2.2398  0.919
H21 3.0425 -3.6559 1.0458  0.100
H22 5.5728 -3.7891 0.3232  0.100
H23 6.9225 -1.7163 1.1777  0.063


[2]
# C20H30NO3PPdS

A structure of composition C20H30NO3PPdS (the ωB97M-V functional and the def2-TZVPD basis, OMol25).

The HOMO-LUMO gap (alpha / beta) comes out at 4.25 / 4.04 eV. Its HOMO energy (alpha / beta) is -10.04 / -14.10 eV. The value obtained for the largest force on an atom is 0.053 hartree/bohr. The charge is +2. The multiplicity is 5. The calculation puts the energy relative to the best compared isomer or geometry (same formula, charge and spin) at 0.000 eV. The total energy comes out at -1927.1748 hartree.

Each line ends with the Löwdin charge.
Geometry (Å):
C1 -0.2848 0.3489 -4.5256  -0.037
C2 0.7266 -0.4923 -4.0653  -0.015
C3 1.0536 -0.5328 -2.7016  -0.246
C4 0.3620 0.2995 -1.8185  -0.188
C5 -0.7591 1.0348 -2.2357  -0.267
C6 -1.0377 1.0779 -3.6121  -0.035
C7 2.0469 -1.5740 -2.2586  -0.127
C8 3.1225 -1.2468 -1.2178  -0.131
N1 3.3350 0.2441 -1.0444  -0.250
Pd1 0.9088 0.2130 0.1140  0.843
C9 -1.8058 1.6637 -1.3337  -0.259
P1 -1.5966 2.3760 0.3413  0.923
H1 1.2722 -1.1346 -4.7595  0.126
H2 -1.8904 1.6706 -3.9540  0.123
H3 -0.5011 0.4112 -5.5915  0.122
H4 -2.5741 0.8978 -1.1171  0.109
H5 -2.2979 2.4656 -1.9090  0.100
H6 1.4859 -2.4311 -1.8439  0.113
H7 2.5672 -1.9427 -3.1521  0.122
H8 2.8558 -1.6467 -0.2330  0.099
C10 -2.8518 3.6581 0.4929  -0.209
C11 0.0259 3.0724 0.6138  -0.258
H9 4.0990 -1.6395 -1.5276  0.147
C12 3.9995 0.8513 -2.2585  0.032
C13 4.1308 0.5143 0.1916  -0.037
H10 -2.0148 1.4441 1.3162  0.057
H11 5.0213 1.1425 -1.9845  0.105
H12 4.0344 0.1097 -3.0605  0.107
H13 3.4380 1.7358 -2.5849  0.112
H14 5.1905 0.3197 -0.0242  0.111
H15 3.9911 1.5609 0.4786  0.099
H16 3.7717 -0.1488 0.9845  0.082
H17 0.0249 4.1593 0.4605  0.075
H18 0.3165 2.8316 1.6451  0.047
H19 0.7532 2.5986 -0.0755  -0.005
H20 -2.8259 4.3431 -0.3618  0.073
H21 -3.8326 3.1656 0.5488  0.071
H22 -2.6865 4.2133 1.4241  0.071
H23 2.3973 0.7006 -0.9157  0.018
C14 -4.1444 -4.6691 4.7023  0.016
C15 -3.2200 -4.0499 3.6952  -0.171
C16 -2.2049 -3.1949 4.1352  0.048
C17 -1.2960 -2.6365 3.2346  0.024
C18 -1.4319 -2.9317 1.8774  -0.172
C19 -2.4588 -3.7537 1.4116  0.027
C20 -3.3521 -4.3115 2.3237  0.050
S1 -0.3906 -2.1287 0.6612  0.490
O1 -1.1699 -0.8815 0.3791  -0.385
O2 0.8779 -1.7855 1.3740  -0.400
O3 -0.2794 -3.0633 -0.4399  -0.259
H24 -3.5795 -5.2441 5.4472  0.122
H25 -4.7031 -3.8976 5.2474  0.121
H26 -4.8593 -5.3396 4.2174  0.099
H27 -2.1300 -2.9610 5.1971  0.147
H28 -0.4979 -1.9850 3.5706  0.134
H29 -2.5496 -3.9530 0.3458  0.140
H30 -4.1632 -4.9512 1.9718  0.144


[3]
# C3H15NO4

A cluster of 5 separate species, C3H15NO4 in total (the ωB97M-V functional and the def2-TZVPD basis, OMol25).

Its SMILES is C=C(C)N.O.O.O.O. The HOMO-LUMO gap comes out at 8.68 eV. Its HOMO energy is -8.13 eV. The value obtained for the largest force on an atom is 0.043 hartree/bohr. The charge is 0. The multiplicity is 1. The calculation puts the energy relative to the best compared isomer or geometry (same formula, charge and spin) at 1.137 eV. The total energy comes out at -478.9870 hartree.

Each line ends with the Löwdin charge.
Geometry (Å):
C1 0.9230 0.2907 2.4244  -0.013
C2 -0.4049 0.1501 2.3626  -0.465
C3 -1.3416 0.3501 3.5595  -0.034
N1 -1.0430 -0.1938 1.1806  0.078
H1 1.5980 0.1244 1.5923  0.051
H2 1.4472 0.6432 3.2948  0.045
H3 -0.9287 1.1779 4.1097  0.068
H4 -1.1218 -0.4974 4.2128  0.083
H5 -2.3884 0.4471 3.3340  0.067
H6 -1.9877 0.1051 1.0120  0.089
H7 -0.5149 -0.2935 0.3386  0.052
O1 3.2641 -1.8542 -3.8936  -0.067
H8 2.7745 -2.6933 -3.9482  0.045
H9 2.7388 -1.0924 -3.6568  -0.005
O2 -1.8184 -0.5741 -1.9088  -0.066
H10 -2.5877 -0.9609 -2.3073  0.028
H11 -0.9964 -0.6128 -2.4233  -0.012
O3 0.6127 -0.0515 -2.7941  -0.062
H12 0.6705 0.4869 -1.9778  0.018
H13 0.6626 0.3753 -3.6599  0.075
O4 0.3869 1.5354 -0.5710  -0.068
H14 0.6108 1.8170 0.3359  0.058
H15 -0.5555 1.3209 -0.6164  0.037


What is the energy relative to the best compared isomer or geometry (same formula, charge and spin) in the first record? 0.577 eV